[1]
Density functional theory data (wB97M-V/def2-TZVPD) for a 2-piece molecular cluster, C24H23N3O6S overall in a non-equilibrium geometry.

```
57
Properties=species:S:1:pos:R:3:forces:R:3
O 3.91691 1.70038 -0.32728 -1.13 -0.40 -0.98
C 0.78216 5.66489 0.63139 0.15 0.02 0.07
H 3.34659 -1.37974 -3.69292 0.35 -0.03 0.37
C 0.60555 0.37364 0.31149 0.44 0.41 1.99
H 2.96254 3.07105 1.00086 -0.48 -0.24 -0.13
C -5.12874 -1.74047 0.50630 0.07 0.05 -0.07
H 4.76412 -0.41894 -4.15046 -0.25 -0.16 0.26
C -0.32160 -4.06459 -0.44817 0.23 0.25 0.06
C 0.95772 -4.20693 0.12833 -0.01 0.34 -0.06
H 5.11859 0.44090 -2.00110 -0.49 -0.12 0.17
O 2.84554 0.72686 2.14079 -0.46 -1.30 -1.28
H -6.09468 -3.59115 2.36910 0.11 0.21 0.10
H -5.93744 -2.48252 3.75114 0.03 -0.02 -0.16
C -6.09850 -2.53579 2.67129 -0.14 -0.03 0.12
C 2.14148 3.67173 0.62138 -0.51 0.10 -0.48
H 2.25168 5.14746 2.13763 -0.09 -0.04 -0.13
H 5.01786 -1.91692 -3.25691 -0.33 0.12 -0.14
C 4.31938 -0.31518 -2.02765 -0.46 -0.15 0.27
C -0.85184 -2.79873 -0.73025 0.04 0.25 0.06
H -0.91008 -4.96025 -0.65193 0.16 0.31 -0.07
H 1.33092 -5.19992 0.36923 -0.09 0.15 -0.15
O 2.99532 0.30208 -1.88931 0.98 0.59 0.49
C 1.61276 -0.52814 0.64026 -0.38 -0.38 -0.11
H 2.76524 -3.14806 0.82725 -0.49 -0.21 -0.12
H 4.45259 -0.99032 -1.16499 -0.05 0.28 -0.33
C -3.12644 -0.39322 0.36960 -0.49 -0.26 0.29
C 1.75226 4.85697 1.21945 0.03 0.06 -0.45
H -5.94990 -2.25983 0.00505 0.30 0.15 0.12
C 0.24999 5.27763 -0.59402 -0.13 0.00 -0.27
H -1.81912 -2.65803 -1.22106 0.27 -0.22 0.29
C -0.09918 -1.68602 -0.34156 0.34 -0.90 0.19
H 0.23881 3.74884 -2.13905 0.10 -0.02 0.48
O -2.19233 0.17105 -2.02068 -0.31 0.22 0.77
H -3.94464 -1.07551 3.61123 0.11 0.00 -0.37
H -2.21646 0.08817 2.26518 -0.05 0.00 -0.04
H 0.45725 1.37288 0.69433 -0.33 -0.66 0.45
N -0.44063 -0.32802 -0.21734 -1.31 0.37 -0.94
H 0.99368 1.69029 -1.86688 0.22 0.19 0.25
C 2.94544 1.34531 -0.99825 0.74 0.04 -0.36
C 0.61210 4.08021 -1.16929 0.42 -0.23 0.58
C -4.00228 -1.08175 2.51971 -0.09 -0.08 -0.05
C -3.03632 -0.41786 1.76624 0.03 0.22 -0.13
C 1.75454 -3.09491 0.41629 -0.28 -0.41 -0.26
N 2.77321 -0.27800 1.39184 1.46 0.09 1.15
H -7.11120 -2.16728 2.46517 0.22 0.05 0.01
C 1.60220 1.89680 -0.98482 1.45 1.24 -1.56
O -1.63770 1.79978 -0.18538 -1.01 -0.38 -0.20
C -4.17552 -1.07388 -0.25557 0.01 0.11 -0.12
H -0.44778 5.91593 -1.13862 0.19 -0.21 0.23
O 3.70109 -1.12812 1.32057 -1.49 1.29 0.11
N 1.50288 3.23671 -0.53204 -0.46 -0.15 0.33
H -4.24676 -1.08083 -1.33837 0.05 0.06 0.11
H 0.48444 6.60461 1.08663 0.04 -0.18 -0.04
C 1.20123 -1.83630 0.19439 -0.15 0.24 0.33
C -5.06140 -1.76021 1.90204 0.19 0.06 -0.26
C 4.34215 -1.05447 -3.35387 0.36 0.01 -0.41
S -1.94767 0.46770 -0.63635 2.37 -0.68 0.05
```
Forces are in eV/Å.

Its largest force on an atom is 2.5 eV Å⁻¹. Its frontier orbital gap is 6.26 eV. The total charge is 0. For the total energy, the calculation gives -52846.417 eV.

[2]
Density functional theory data (wB97M-V/def2-TZVPD) for one molecule with the formula C24H23N5 in a non-equilibrium geometry.

```
52
Properties=species:S:1:pos:R:3:forces:R:3
C -3.28626 -1.40289 0.18397 -0.18 -0.14 -0.12
C 0.62112 -0.60456 -1.95635 -0.22 -0.06 -0.14
H -1.65200 3.61561 6.79172 -0.04 0.02 0.02
N 1.87554 -1.27329 -1.64993 0.05 0.05 -0.03
H 1.59617 -2.66194 -0.12881 0.10 0.05 0.15
H -2.73307 2.47317 4.83629 -0.07 0.01 0.00
H 3.04567 0.50679 -1.73385 0.03 -0.06 -0.02
H 3.00277 -1.61423 0.08136 -0.04 -0.02 0.00
C 0.98842 2.07812 5.37090 0.15 0.19 0.34
H -5.32397 0.99590 2.42725 -0.04 0.08 0.07
H 2.70680 -2.50050 -6.33220 -0.01 -0.07 -0.04
H 0.80808 3.32862 7.11067 0.06 0.02 0.05
C -5.40216 -0.50133 0.89628 -0.01 0.18 0.17
C 1.96050 -1.63345 -0.23992 -0.17 -0.09 0.22
H 3.11680 1.74731 -6.22262 0.00 0.07 -0.04
N -0.67849 0.29078 2.19832 0.17 -0.17 -0.29
C 2.84439 -1.62151 -4.38886 0.02 0.03 0.01
C 3.03977 0.79938 -5.71025 0.01 0.06 -0.13
C 2.97457 -0.44892 -3.65388 0.06 0.12 -0.04
H -1.45052 -0.68245 -1.41207 0.12 -0.11 0.01
H 1.46052 0.32347 0.55737 0.01 -0.04 0.09
N -2.79940 1.07246 2.85756 0.22 0.30 0.58
C 0.29508 2.85937 6.28503 -0.10 -0.01 -0.05
N 0.42284 1.47953 4.34215 -0.04 -0.24 -0.35
C -1.50144 0.94659 3.01728 -0.75 -0.23 -0.71
C -4.77275 0.33550 1.77664 -0.12 -0.10 -0.14
N -0.26795 -0.85315 0.29594 -0.01 -0.08 0.10
H 3.92052 -1.04087 -1.84410 -0.04 0.09 0.05
H -0.58805 -2.23478 -1.25794 -0.10 0.07 -0.07
C 1.13295 -0.71860 0.65709 0.47 -0.14 0.12
C 2.80912 -1.58360 -5.77006 0.01 -0.09 -0.01
C -0.51552 -1.15157 -1.09785 -0.06 -0.05 -0.50
C -1.18085 -0.35490 1.15789 -0.02 0.16 0.40
H 0.39134 -0.77121 -3.01324 -0.09 0.12 0.09
H 3.16857 1.67957 -3.76557 -0.01 0.07 0.08
C -1.67617 2.39138 5.03023 0.11 -0.08 -0.09
C -1.07115 3.01638 6.10445 0.12 -0.03 -0.01
H 1.23925 -0.98852 1.70898 0.11 0.07 -0.12
C -2.60531 -0.50574 1.02100 -0.24 0.42 0.34
H 2.76261 -2.55990 -3.86159 -0.03 -0.12 0.06
H -2.73719 -2.13670 -0.38408 0.03 -0.01 -0.10
H 0.69153 0.48635 -1.79852 -0.02 -0.04 -0.01
C -3.36875 0.32585 1.88885 0.26 -0.37 -0.44
C 3.06865 0.76050 -4.32621 0.02 -0.06 0.10
H 2.05612 1.92371 5.46836 0.08 0.05 0.09
C 2.90917 -0.37191 -6.43477 0.00 0.07 -0.10
H 2.88442 -0.34158 -7.51414 -0.01 0.00 -0.08
H -6.47964 -0.49817 0.81729 -0.08 0.01 0.02
C -0.88657 1.62860 4.16766 0.04 0.47 0.68
H -5.16822 -2.09501 -0.52544 -0.01 -0.06 -0.04
C 3.00971 -0.51646 -2.15008 0.02 -0.11 0.05
C -4.65754 -1.39723 0.12183 0.21 -0.21 -0.19
```
Forces are in eV/Å.

The SMILES is c1ccc(CN2CCN(c3nc(-c4ccccn4)nc4ccccc34)CC2)cc1. Its largest force on an atom is 1.1 eV Å⁻¹. Its frontier orbital gap is 8.23 eV. The total charge is 0. For the total energy, the calculation gives -32712.278 eV.

[3]
Density functional theory data (wB97M-V/def2-TZVPD) for one molecule with the formula C24H23N5O5 in a non-equilibrium geometry.

```
57
Properties=species:S:1:pos:R:3:forces:R:3
C -0.80735 1.90754 0.43619 0.40 -0.18 -0.14
O -0.59482 -1.94006 1.16376 0.23 0.06 -0.17
H 0.16292 -1.45346 -2.67190 -0.15 0.02 0.04
C -0.89889 -2.98111 0.25766 0.04 -0.32 -0.15
H -7.67064 0.69482 0.53889 -0.04 0.10 0.07
C 3.34510 -1.49400 0.67602 0.18 0.10 -0.20
C -6.68908 0.39503 0.21328 0.23 0.24 0.13
C -0.06231 -2.79687 -1.00428 -0.27 0.25 0.31
O 3.30131 1.02413 -1.93244 0.08 0.00 0.09
C 2.89407 0.15096 -1.18869 0.23 0.12 -0.26
C 4.27345 -2.21543 1.40828 -0.33 -0.02 0.05
C 3.63721 4.22791 -0.83998 -0.32 -0.15 0.22
H 3.84935 3.21203 -1.16818 0.07 -0.02 -0.02
O 1.59933 3.44317 0.20805 -0.33 0.08 -0.15
C -0.55111 -1.62780 -1.86409 0.17 -0.65 -0.33
O 2.60255 1.56953 0.94731 -0.09 0.14 0.00
C 0.51758 0.24753 -0.76020 0.79 0.20 0.15
H 0.97193 -2.61957 -0.71210 0.02 -0.14 -0.04
H -1.17957 -2.92259 2.88944 -0.02 0.03 0.01
C 1.66378 2.13662 0.44518 -0.10 -0.08 0.20
C -1.86881 0.01548 -0.66291 -0.75 0.64 0.39
C -1.35160 -1.98811 2.34078 -0.09 -0.03 0.12
H 3.10112 4.74074 -1.63467 -0.01 0.06 -0.09
H -0.10745 -3.70762 -1.60123 0.02 -0.03 -0.03
C -1.98090 1.18722 0.10357 -0.10 -0.31 -0.12
O -3.49771 2.60739 1.24524 -0.01 0.03 0.02
H -1.03426 -1.14494 2.95123 -0.06 -0.03 0.07
H 4.57311 4.74452 -0.64781 0.11 0.09 0.02
C -6.51174 -0.76617 -0.57135 0.39 -0.09 -0.11
C -4.12971 -0.34175 -0.60875 0.09 0.11 0.07
C -5.60293 1.13216 0.55231 -0.83 0.19 0.24
H -0.90897 2.80269 1.03086 0.05 0.11 0.03
H -2.42630 -1.90199 2.12741 0.02 0.00 0.02
C 6.01393 -1.41145 0.19697 0.09 0.15 -0.21
H -1.54147 -1.84099 -2.26663 0.25 0.04 -0.02
H -7.36819 -1.36077 -0.84817 -0.05 -0.09 -0.05
H 2.46262 5.19559 0.71481 0.02 -0.15 0.01
H 3.35567 3.73613 1.24904 -0.13 0.16 -0.10
C 3.81110 -0.68997 -0.35933 0.48 -0.10 0.23
C -5.26111 -1.12147 -0.96984 -0.46 0.04 0.08
N 1.60833 -0.27193 -1.16731 -0.89 -0.43 -0.19
H 7.08641 -1.41122 0.04854 0.06 0.06 -0.09
N -2.94078 -0.71866 -1.00603 0.30 -0.26 -0.17
N -0.65923 -0.39988 -1.09858 -0.13 0.19 -0.19
H 3.96332 -2.85341 2.22653 -0.12 -0.01 0.04
N -4.34967 0.78315 0.15767 0.17 -0.40 -0.29
C 0.40530 1.45214 0.03966 -0.34 0.28 0.13
C 2.79647 4.19591 0.42782 0.63 0.21 0.15
H 2.29374 -1.53441 0.91605 -0.10 -0.03 0.03
C 5.18033 -0.64197 -0.59734 -0.29 -0.01 0.03
H -5.07046 -1.99570 -1.56970 0.05 -0.06 -0.05
C -3.25852 1.63055 0.56734 0.39 0.07 0.00
H 5.56360 -0.01330 -1.38619 0.04 0.05 -0.05
H -1.97230 -2.96195 0.01197 0.08 -0.04 0.06
H -5.64351 2.03375 1.14754 0.04 -0.05 -0.04
H -0.66953 -3.95297 0.72258 -0.05 0.09 -0.03
N 5.57532 -2.18516 1.17571 0.34 -0.26 0.28
```
Forces are in eV/Å.

The SMILES is CCOC(=O)c1cc2c(=O)n3ccccc3nc2n(CCCOC)/c1=N/C(=O)c1ccncc1. Its largest force on an atom is 1.1 eV Å⁻¹. Its frontier orbital gap is 7.56 eV. The total charge is 0. For the total energy, the calculation gives -42950.233 eV.

[4]
Density functional theory data (wB97M-V/def2-TZVPD) for C24H24AsN2O9SSn as an isolated structure in a non-equilibrium geometry.

```
62
Properties=species:S:1:pos:R:3:forces:R:3
C 1.48326 -2.94930 -3.75311 0.00 -0.02 0.02
O 1.88433 -0.59748 -2.73240 -0.30 0.00 0.39
H -0.64223 -1.69443 6.37615 0.02 -0.03 -0.02
O 3.69878 -2.24116 -2.62132 -0.16 0.00 -0.08
H -5.39324 1.00582 0.13169 -0.02 0.01 -0.02
Sn 0.44868 -0.33154 -0.81445 -0.52 -0.48 -0.42
C -3.12681 2.62365 0.72669 0.15 -0.11 -0.12
C 5.91892 2.73084 -0.43206 0.05 0.00 0.07
C 0.22586 -3.52947 -3.62444 0.11 0.18 0.12
C 5.94657 3.32115 -1.69268 -0.03 0.01 -0.02
H -1.03413 -4.87039 -0.57947 0.00 0.11 -0.04
O -0.39899 -4.15038 -0.70490 0.24 -0.01 0.05
N 1.06523 0.93250 1.53443 -0.56 -0.20 0.06
C 2.22757 1.98386 -0.07132 -0.24 0.16 0.45
H 6.88876 3.64209 -2.12115 0.00 0.00 0.00
H 4.78923 3.95669 -3.39039 -0.02 -0.02 0.00
H 1.71102 2.87273 -2.09808 -0.14 -0.10 0.14
H -3.31751 -1.28580 3.08396 0.07 0.03 0.00
N 2.26641 1.44453 1.13498 0.55 0.08 -0.16
O -1.65815 0.17236 1.58806 -0.01 0.08 -0.09
C -2.08829 -1.55336 4.79456 0.11 0.00 0.07
C -0.84959 -1.34504 5.37317 -0.04 -0.05 0.07
H -3.90603 2.77184 1.47926 -0.02 0.00 0.00
H 1.11417 -0.56246 5.07138 0.00 0.06 -0.02
C -3.23358 1.23736 0.09786 0.15 -0.02 0.13
H 4.64480 1.85448 1.06657 0.05 -0.03 0.04
H 1.94714 0.51654 3.32341 0.01 0.05 0.03
O 2.44722 3.28361 -2.61447 0.33 0.19 -0.29
C 4.70996 2.32388 0.09636 -0.11 0.03 -0.11
H -2.15085 2.74841 1.19922 -0.05 0.03 0.02
H 6.83648 2.58523 0.12349 -0.01 0.00 0.01
C 1.03711 0.46301 2.72075 0.32 0.18 -0.17
H -2.85915 -2.08764 5.33504 -0.02 -0.01 -0.03
C -3.01411 0.14786 1.13673 -0.04 0.11 -0.17
O -2.40812 -4.07507 -2.47761 -0.08 -0.17 -0.27
H 2.15202 -3.69933 -6.98269 0.03 -0.05 0.02
C 1.62378 -3.67436 -6.03825 -0.09 0.02 0.00
C 3.51648 2.49111 -0.61094 0.05 -0.12 -0.02
H -3.23103 3.39312 -0.03971 -0.03 0.04 0.04
H 3.15635 -2.55600 -4.99955 0.00 -0.05 -0.10
C -2.34921 -1.08112 3.51731 -0.14 -0.10 0.01
C -0.09881 -0.19882 3.35624 -0.28 -0.02 -0.02
H -3.68347 0.33897 1.98241 -0.02 -0.02 -0.05
O 1.72657 -2.41471 -1.18003 -0.31 0.08 0.13
C 0.12753 -0.69241 4.64293 -0.04 -0.03 -0.12
H -0.06091 -4.78779 -6.76115 -0.02 0.00 0.01
C -4.57287 1.00427 -0.59144 0.14 -0.03 0.03
H -2.45406 1.14204 -0.66043 0.13 -0.04 -0.05
C 2.18123 -3.02228 -4.95213 0.04 0.01 0.11
C -0.31565 -4.19855 -4.71818 -0.10 -0.07 0.12
O 1.16942 2.10193 -0.80061 -0.02 -0.37 -0.09
H -3.23822 -0.83279 0.70462 0.03 -0.04 0.09
C 3.55570 3.08581 -1.88235 -0.06 0.05 0.03
C -1.38977 -0.37287 2.79843 0.14 -0.03 0.26
H -4.75719 1.78996 -1.32452 -0.07 -0.01 0.00
O -1.13956 -1.68469 -1.80035 0.72 0.97 0.48
H -4.56038 0.04378 -1.10952 -0.11 0.02 -0.01
S 2.29001 -2.00604 -2.47412 0.72 0.11 -0.33
H -1.29889 -4.63995 -4.60481 0.00 0.02 -0.02
C 0.37674 -4.27216 -5.91547 0.10 -0.01 -0.08
As -1.00490 -3.31316 -2.13619 -0.58 -0.48 -0.02
C 4.78106 3.49931 -2.40910 0.02 0.08 -0.07
```
Forces are in eV/Å.

Its largest force on an atom is 1.3 eV Å⁻¹. Its frontier orbital gap is 7.71 eV. The total charge is -1. For the total energy, the calculation gives -124193.323 eV.